No. 1
Computed, not measured: a cluster of 3 separate species, C19H39N2O6S2 in total, with the ωB97M-V functional and the def2-TZVPD basis.

```
68
Properties=species:S:1:pos:R:3
C -2.79 0.28 5.34
N -1.78 1.12 6.03
C -0.44 0.62 5.88
N 0.08 0.89 4.51
C -0.60 1.73 3.71
C -0.18 2.01 2.42
S -1.11 3.12 1.40
C 1.00 1.44 1.98
C 1.72 0.61 2.84
C 1.25 0.33 4.10
S 2.20 -0.69 5.19
H -3.16 0.78 4.44
H -2.36 -0.68 5.01
H -3.63 0.09 6.00
H -1.99 1.06 7.02
H -0.34 -0.45 6.08
H 0.23 1.16 6.57
H -1.50 2.17 4.13
H -2.18 2.33 1.24
H 1.36 1.63 0.98
H 2.66 0.18 2.50
H 1.48 -1.80 4.97
C 3.51 -4.36 -2.76
O 4.22 -3.31 -2.15
C 3.43 -2.15 -1.98
C 4.09 -1.20 -1.01
O 3.92 -1.56 0.36
C 4.72 -2.63 0.83
C 6.17 -2.26 1.08
O 6.88 -2.22 -0.14
C 8.08 -1.47 -0.04
H 3.16 -4.08 -3.76
H 4.19 -5.20 -2.85
H 2.64 -4.66 -2.16
H 2.43 -2.42 -1.61
H 3.31 -1.64 -2.95
H 3.59 -0.23 -1.11
H 5.14 -1.06 -1.26
H 4.65 -3.49 0.17
H 4.29 -2.91 1.80
H 6.62 -3.02 1.74
H 6.21 -1.29 1.58
H 7.87 -0.43 0.23
H 8.56 -1.50 -1.01
H 8.76 -1.90 0.71
C -6.31 -0.56 -5.14
O -5.55 0.53 -4.66
C -6.32 1.71 -4.55
C -5.60 2.73 -3.70
O -5.70 2.49 -2.31
C -4.87 1.47 -1.78
C -3.44 1.90 -1.57
O -2.72 1.88 -2.78
C -1.57 2.69 -2.75
H -6.71 -0.36 -6.14
H -5.65 -1.42 -5.19
H -7.14 -0.78 -4.47
H -7.29 1.49 -4.11
H -6.48 2.14 -5.55
H -6.09 3.69 -3.85
H -4.56 2.82 -4.02
H -4.92 0.56 -2.38
H -5.29 1.25 -0.79
H -2.95 1.21 -0.86
H -3.43 2.91 -1.14
H -1.83 3.74 -2.58
H -1.08 2.61 -3.72
H -0.87 2.37 -1.97
```

net charge	+1
2S+1	1
lowest unoccupied orbital energy	-4.3	eV
highest occupied orbital energy	-10.97	eV


No. 2
Computed, not measured: a structure of composition C4H3N3O, with the ωB97M-V functional and the def2-TZVPD basis.

```
11
Properties=species:S:1:pos:R:3
C -0.97 0.98 -0.43
C 0.49 -0.21 0.35
C 1.93 -0.94 0.75
C 2.37 -2.15 1.35
H -2.61 1.70 -0.94
H -0.06 -1.73 -0.91
H 2.86 -3.29 1.79
N -1.16 -0.11 -1.02
N -0.08 -0.78 -0.67
N 0.10 1.01 0.44
O -1.89 2.05 -0.42
```

2S+1	1
lowest unoccupied orbital energy	-0.4	eV
highest occupied orbital energy	-9.65	eV


No. 3
Computed, not measured: a structure of composition C20H46InOP4Se, with the ωB97M-V functional and the def2-TZVPD basis.

```
73
Properties=species:S:1:pos:R:3
In -0.51 1.02 -0.65
P -0.35 -1.60 3.03
P -2.14 2.10 0.96
P 1.86 0.87 1.60
H 2.68 -2.22 -3.08
C 2.92 -2.36 -2.02
C 2.22 -3.18 -1.23
H 1.37 -3.77 -1.60
C -1.47 -2.70 2.07
C -1.11 -1.77 4.70
C 1.03 -2.79 3.24
C -2.68 3.65 0.18
C -3.65 1.07 1.01
C -1.75 2.51 2.69
C 3.02 -0.41 1.12
C 2.01 1.21 3.35
C 2.24 2.38 0.69
H 3.81 -1.82 -1.66
H 2.50 -3.36 -0.19
H -0.91 -3.20 1.28
H -2.26 -2.09 1.61
H -1.93 -3.44 2.74
H -2.08 -1.26 4.72
H -0.45 -1.31 5.44
H -1.25 -2.84 4.94
H 1.33 -3.20 2.26
H 0.72 -3.61 3.90
H 1.90 -2.28 3.68
H -3.76 3.77 0.32
H -2.45 3.60 -0.90
H -2.14 4.49 0.62
H -4.52 1.71 0.84
H -3.74 0.58 1.99
H -3.60 0.30 0.24
H -2.60 3.05 3.14
H -0.86 3.16 2.73
H -1.55 1.60 3.27
H 4.00 0.07 0.96
H 2.72 -0.92 0.20
H 3.11 -1.15 1.92
H 2.88 1.85 3.51
H 2.13 0.28 3.92
H 1.11 1.74 3.72
H 3.31 2.60 0.84
H 1.65 3.22 1.07
H 2.06 2.28 -0.39
C 0.50 2.37 -3.35
C 1.51 1.40 -3.36
C 2.85 1.77 -3.45
C 3.20 3.12 -3.57
C 2.19 4.10 -3.60
C 0.85 3.73 -3.51
Se -1.32 1.92 -2.94
H 0.51 0.33 1.43
H 1.23 0.34 -3.27
H 3.62 0.99 -3.43
H 4.25 3.41 -3.64
H 2.46 5.15 -3.70
H 0.04 4.47 -3.52
C -1.96 -3.58 -1.41
P -1.76 -1.91 -1.98
C -3.33 -1.34 -2.62
C -0.52 -1.89 -3.27
O -1.30 -1.04 -0.79
H -0.98 -4.04 -1.22
H -2.48 -4.17 -2.18
H -2.55 -3.60 -0.48
H -3.70 -2.10 -3.33
H -4.05 -1.25 -1.80
H -3.21 -0.38 -3.13
H -0.45 -0.88 -3.70
H 0.46 -2.21 -2.88
H -0.84 -2.58 -4.06
```

net charge	+3
2S+1	1
lowest unoccupied orbital energy (alpha / beta)	-11.5 / -11.5	eV
highest occupied orbital energy (alpha / beta)	-16.57 / -16.57	eV


For reference, strongest force on any atom by record: 0.76 9.37 2.79 eV/Å.